Entry 1:
17
Properties=species:S:1:pos:R:3:nbo_charge:R:1 method="wB97M-V/def2-TZVPD" total_charge=+3 gap_ev=2.563
Al 0.713 -1.551 -1.770 1.262
C 1.272 2.530 -1.470 0.719
O 1.389 1.349 -1.563 -0.495
N 0.189 2.963 -0.895 -0.492
N 1.882 3.530 -2.005 -0.577
H -0.586 2.357 -0.668 0.445
H 0.058 3.959 -1.007 0.425
H 1.361 4.395 -1.972 0.429
H 2.717 3.535 -2.572 0.477
C -0.870 -2.967 1.371 0.690
O -0.181 -3.345 0.401 -0.388
N -0.295 -2.786 2.512 -0.614
N -2.181 -2.875 1.312 -0.676
H 0.685 -3.028 2.538 0.449
H -0.731 -2.378 3.327 0.451
H -2.810 -2.508 2.012 0.453
H -2.611 -3.178 0.450 0.442


Entry 2:
56
Properties=species:S:1:pos:R:3:lowdin_spin:R:1 method="wB97M-V/def2-TZVPD" gap_ev="5.438 / 7.172" s2=3.798 multiplicity=4
Tc -0.028 -0.096 0.183 1.568
P 2.573 -0.247 0.055 0.082
P -2.312 0.195 0.486 0.102
N 0.113 0.506 -1.464 0.446
H 1.251 0.364 1.309 0.072
C 3.051 -1.683 -0.881 0.008
H 4.146 -1.732 -0.780 0.001
H 2.752 -1.513 -1.922 0.001
H 2.574 -2.591 -0.490 0.003
C 3.421 -0.278 1.646 0.014
H 4.482 -0.417 1.405 0.002
H 3.060 -1.112 2.262 0.004
H 3.268 0.652 2.207 0.001
C 3.047 1.260 -0.804 0.017
H 4.136 1.326 -0.667 0.003
H 2.521 2.127 -0.376 0.001
H 2.769 1.126 -1.861 0.002
C -3.327 -1.045 -0.383 0.009
H -4.411 -0.844 -0.289 0.001
H -3.099 -2.029 0.042 0.000
H -3.062 -1.058 -1.430 0.001
C -3.137 0.200 2.126 0.027
H -4.235 0.205 2.027 0.003
H -2.845 1.084 2.703 0.000
H -2.850 -0.698 2.681 0.003
C -2.926 1.771 -0.248 0.007
H -3.986 1.963 -0.016 0.001
H -2.808 1.746 -1.338 0.001
H -2.326 2.605 0.141 0.001
C -0.018 1.318 -2.520 0.058
C -0.074 1.701 -4.929 -0.009
C -0.109 0.825 -3.851 0.084
C -0.041 2.740 -2.276 0.089
C -0.025 3.613 -3.364 -0.005
C -0.042 3.089 -4.660 0.095
H -0.074 1.284 -5.955 -0.002
H -0.152 -0.269 -3.903 0.006
H -0.030 3.051 -1.231 0.005
H 0.002 4.712 -3.157 -0.002
H -0.041 3.780 -5.511 0.006
C -0.657 -3.530 1.453 0.108
O -1.039 -2.800 0.514 0.038
C 0.590 -4.335 1.313 0.015
H 1.172 -4.565 2.246 0.002
H 1.326 -4.019 0.559 0.003
H 0.129 -5.289 0.961 0.003
C -0.983 -3.089 2.888 0.025
H -2.043 -3.380 2.938 0.002
H -0.904 -2.029 3.163 0.014
H -0.403 -3.673 3.624 0.001
C 0.298 1.247 2.943 0.044
C 0.196 1.529 1.462 0.029
O 0.190 2.693 0.979 -0.013
H -0.702 1.010 3.298 0.003
H 0.634 2.159 3.417 0.005
H 0.983 0.442 3.276 0.014


Entry 3:
28
Properties=species:S:1:pos:R:3:nbo_charge:R:1 method="wB97M-V/def2-TZVPD" total_charge=+1 gap_ev=10.039
C -0.694 0.472 -2.568 -0.679
C -1.193 1.117 -1.297 0.144
C -2.340 1.826 -1.001 -0.359
C 0.784 1.729 0.056 0.090
N -0.128 0.874 -0.278 -0.479
H 0.157 -0.225 -2.339 0.247
H -1.621 0.111 -3.196 0.258
H -0.117 1.227 -3.163 0.240
H -2.514 2.317 -0.062 0.222
H -3.057 2.027 -1.692 0.219
H 1.536 1.288 0.841 0.306
H 0.714 2.714 -0.451 0.224
H -0.367 -0.041 0.165 0.486
H 1.704 -0.797 1.501 0.510
H 3.148 -0.741 0.678 0.526
O 2.241 -0.257 0.878 -1.000
H 3.150 -2.359 -1.414 0.469
H 2.553 -1.188 -0.853 0.470
O 2.649 -2.184 -0.692 -0.934
H -1.300 -2.216 -0.474 0.490
H 0.182 -2.410 -0.471 0.499
O -0.461 -1.744 -0.502 -0.957
H -2.150 -2.968 1.505 0.463
H -2.482 -2.112 2.593 0.477
O -1.743 -2.140 1.913 -0.938
H -0.179 2.015 3.756 0.479
H 1.138 1.783 3.592 0.473
O 0.389 1.883 2.974 -0.945


In order of appearance, largest force on an atom = 0.10477; 0.11143; 0.09786 Eh/bohr.
In order of appearance, energy = -18819.0579; -44520.3212; -16158.4013 eV.
In order of appearance, energy relative to the best compared isomer or geometry (same formula, charge and spin) = 465.5; 285.5; 392.1 kJ/mol.